# 1
A molecular structure, C41H61AuBN6O7P2, computed with ωB97M-V/def2-TZVPD.

Last column: Löwdin charge in e.
CARTESIAN COORDINATES (ANGSTROEM)
Au 0.5395 0.7156 -0.1519  0.963
C 3.8100 0.5081 -1.9603  -0.095
C 4.2263 0.2740 -0.5051  -0.671
C 4.4200 -1.2226 -0.2580  -0.077
C 5.5724 0.9732 -0.2655  -0.065
P 2.8439 0.9633 0.5268  1.079
C 3.0955 2.7750 0.4486  -0.277
N 1.8106 3.3843 0.4958  -0.040
B 0.5370 2.7706 0.2275  -0.544
N -0.4004 3.8318 0.3957  -0.012
C -1.8214 3.8286 0.2868  -0.278
P -2.4229 2.1596 -0.2657  1.224
C -3.2930 1.4483 1.2200  -0.650
C -2.2277 1.3439 2.3177  -0.094
C -3.8829 0.0542 0.9889  -0.066
C -4.4205 2.3604 1.7155  -0.079
C -3.4906 2.6385 -1.7048  -0.646
C -4.5719 3.6326 -1.2703  -0.077
C -4.1817 1.4809 -2.4257  -0.063
C -2.5322 3.3125 -2.7076  -0.074
C 0.2692 4.9979 0.7336  -0.166
C -0.2162 6.2646 0.9978  -0.002
C 0.7041 7.2560 1.3083  -0.080
C 2.0655 6.9881 1.3524  -0.081
C 2.5562 5.7149 1.0893  -0.005
C 1.6385 4.7275 0.7825  -0.169
C 2.9479 0.5201 2.3213  -0.679
C 2.0227 1.4723 3.0924  -0.077
C 2.4190 -0.9040 2.5132  -0.088
C 4.3598 0.6348 2.8955  -0.070
H 4.5762 0.0981 -2.6155  0.101
H 3.7071 1.5661 -2.1978  0.085
H 2.8613 0.0317 -2.2032  0.042
H 5.1116 -1.6094 -1.0060  0.100
H 3.4931 -1.7930 -0.3342  0.053
H 4.8549 -1.4180 0.7203  0.074
H 6.2635 0.6409 -1.0378  0.098
H 6.0088 0.7151 0.6969  0.074
H 5.5167 2.0566 -0.3383  0.077
H 3.6549 3.0398 -0.4598  0.106
H 3.7124 3.0875 1.3069  0.107
H -2.1405 4.5759 -0.4494  0.087
H -2.2918 4.1077 1.2407  0.100
H -1.3509 0.7980 1.9756  0.033
H -2.6603 0.8023 3.1585  0.097
H -1.9020 2.3226 2.6770  0.086
H -3.1297 -0.6845 0.7474  0.057
H -4.6129 0.0305 0.1904  0.074
H -4.3939 -0.2462 1.9018  0.097
H -4.1423 3.4078 1.7978  0.071
H -4.7100 2.0255 2.7100  0.094
H -5.2993 2.2883 1.0770  0.075
H -5.3975 3.1284 -0.7704  0.076
H -4.9682 4.1034 -2.1681  0.098
H -4.2075 4.4257 -0.6210  0.075
H -4.7452 0.8335 -1.7679  0.075
H -3.4804 0.8733 -2.9863  0.072
H -4.8771 1.9126 -3.1471  0.100
H -2.4055 4.3746 -2.5027  0.082
H -2.9525 3.2186 -3.7077  0.095
H -1.5447 2.8515 -2.7207  0.071
H -1.2714 6.4838 0.9663  0.110
H 0.3524 8.2548 1.5164  0.106
H 2.7566 7.7812 1.5937  0.106
H 3.6149 5.5131 1.1175  0.108
H 1.0045 1.4691 2.7007  0.057
H 2.3834 2.4968 3.0949  0.088
H 1.9867 1.1341 4.1270  0.100
H 1.3522 -0.9622 2.2921  0.056
H 2.5578 -1.1867 3.5553  0.097
H 2.9356 -1.6379 1.8997  0.066
H 4.8214 1.6018 2.6977  0.083
H 5.0210 -0.1433 2.5239  0.072
H 4.2982 0.5225 3.9769  0.096
O -3.1971 -1.3852 -1.7264  0.087
C -2.1598 -0.7719 -1.8891  -0.624
O -1.7055 0.1929 -1.1530  -0.272
C -1.2917 -1.0731 -3.0840  -0.103
C -1.4403 -2.3065 -3.7097  0.088
C -0.5784 -2.6267 -4.7434  -0.107
C 0.3937 -1.7618 -5.2272  0.100
C 0.4796 -0.5355 -4.5825  -0.119
C -0.3236 -0.1744 -3.5178  0.046
N 1.4961 0.4290 -5.0291  -0.348
O 1.5726 1.4657 -4.3943  0.066
O 2.1460 0.1483 -6.0092  0.109
N -0.6572 -3.9758 -5.3283  -0.353
O -1.3772 -4.7749 -4.7657  0.094
O -0.0812 -4.1555 -6.3749  0.104
H -2.1877 -3.0046 -3.3649  0.140
H 1.0423 -2.0278 -6.0450  0.135
H -0.1907 0.7801 -3.0292  0.102
C 0.6477 -6.8896 2.2610  -0.063
C 0.3194 -5.4580 2.6487  -0.209
N -1.0673 -5.1116 2.4060  -0.058
C -2.0763 -5.6970 3.2820  -0.194
C -2.9372 -6.7285 2.5784  -0.062
C -1.4948 -4.2006 1.5126  -0.432
O -2.6487 -3.8302 1.4291  0.097
C -0.4899 -3.5933 0.5676  -0.088
C 0.2201 -4.3232 -0.3761  0.024
C 1.0517 -3.6475 -1.2523  -0.013
C 1.1471 -2.2734 -1.1514  -0.148
N 0.4535 -1.5591 -0.2631  -0.034
C -0.3561 -2.2081 0.5663  -0.069
H 1.6894 -7.1139 2.4764  0.080
H 0.4717 -7.0664 1.2026  0.069
H 0.0379 -7.5964 2.8159  0.073
H 0.9568 -4.7502 2.1139  0.109
H 0.5191 -5.3033 3.7174  0.126
H -2.6928 -4.8855 3.6791  0.126
H -1.5396 -6.1481 4.1212  0.121
H -3.5206 -6.2683 1.7868  0.075
H -3.6227 -7.1824 3.2888  0.080
H -2.3287 -7.5196 2.1492  0.069
H 0.1255 -5.3959 -0.4261  0.125
H 1.6150 -4.1715 -2.0088  0.121
H 1.7710 -1.7138 -1.8291  0.091
H -0.9298 -1.6040 1.2550  0.120

As for the highest occupied orbital energy (alpha / beta): -10.25 / -9.77 eV. As for the energy relative to the best compared isomer or geometry (same formula, charge and spin): 48.4 kcal/mol. The value obtained for the lowest unoccupied orbital energy (alpha / beta) is -3.6 / -3.8 eV. The value obtained for the maximum force is 0.0216 Eh/bohr. As for the net charge: +1. For the orbital gap (alpha / beta), the calculation gives 6.632 / 5.980 eV. The molar mass comes out at 1019.7 g/mol.

=====

# 2
A molecular structure, C41H61ClN12S2Sc, computed with ωB97M-V/def2-TZVPD.

Last column: Löwdin charge in e.
CARTESIAN COORDINATES (ANGSTROEM)
Sc -0.0294 0.0695 0.0447  1.146
C -2.4224 0.3241 3.2386  -0.038
N -2.7627 -1.0547 2.9709  -0.114
C -4.1302 -1.3885 3.3361  -0.044
C -1.8835 -1.9491 2.4661  -0.406
N -0.8082 -1.6010 1.7687  0.035
C 0.3708 -2.4121 2.1412  -0.202
C 1.5204 -2.3222 1.1650  -0.182
N 1.9648 -0.9728 0.7526  -0.214
C 2.4935 -0.1248 1.8454  -0.178
C 1.4624 0.5135 2.7365  -0.265
N 0.4392 1.2311 1.9677  0.005
C 0.0605 2.3705 2.5096  -0.435
N -0.6965 3.2836 1.7685  -0.158
C -1.8456 3.8756 2.4391  -0.063
C -0.0364 4.2521 0.8974  -0.081
N 0.2103 2.6696 3.8262  -0.136
C 0.2354 1.7198 4.9206  -0.054
C 0.5058 4.0323 4.2455  -0.062
C 3.0828 -1.1915 -0.2149  -0.145
C 2.6916 -0.7886 -1.6148  -0.213
N 1.3696 -1.3428 -1.8788  0.065
C 1.1886 -1.8466 -3.0691  -0.382
N 1.9661 -1.5181 -4.1565  -0.153
C 2.3517 -2.4801 -5.1675  -0.058
C 2.2927 -0.1397 -4.4634  -0.032
N 0.2786 -2.8460 -3.2586  -0.128
C -0.1280 -3.6399 -2.1206  -0.056
C -0.3705 -3.0775 -4.5374  -0.044
N -2.1876 -3.2698 2.7295  -0.173
C -2.0674 -4.2887 1.7094  -0.051
C -2.5215 -3.7504 4.0563  -0.045
H -2.5285 0.5264 4.3082  0.107
H -3.0991 0.9879 2.6981  0.089
H -1.4064 0.5144 2.9144  0.046
H -4.2461 -1.4517 4.4203  0.099
H -4.4332 -2.3277 2.8865  0.087
H -4.7880 -0.6016 2.9662  0.097
H 0.1605 -3.4793 2.2208  0.103
H 0.7109 -2.1093 3.1368  0.115
H 1.2535 -2.8363 0.2387  0.095
H 2.3720 -2.8600 1.6063  0.139
H 3.0429 0.7016 1.3874  0.066
H 3.1959 -0.7038 2.4592  0.146
H 2.0326 1.2326 3.3289  0.071
H 1.0032 -0.2168 3.4031  0.084
H -2.2332 3.2039 3.2033  0.088
H -2.6323 4.0468 1.7012  0.070
H -1.6131 4.8385 2.9037  0.088
H 0.8601 3.8323 0.4740  0.015
H 0.2545 5.1517 1.4473  0.088
H -0.7320 4.5488 0.1052  0.091
H -0.1729 0.7636 4.6188  0.061
H -0.3918 2.1177 5.7229  0.102
H 1.2427 1.5743 5.3172  0.104
H 0.6946 4.6594 3.3853  0.057
H 1.4339 4.0175 4.8175  0.096
H -0.2999 4.4367 4.8639  0.093
H 3.3469 -2.2514 -0.1990  0.124
H 3.9592 -0.6329 0.1147  0.133
H 3.4453 -1.1680 -2.3140  0.132
H 2.7050 0.3009 -1.6913  0.083
H 2.1749 -3.4901 -4.8104  0.091
H 3.4193 -2.3689 -5.3676  0.096
H 1.8167 -2.3372 -6.1109  0.090
H 1.7258 0.2046 -5.3352  0.101
H 3.3571 -0.0441 -4.6878  0.101
H 2.0530 0.5069 -3.6284  0.061
H -0.6237 -3.0386 -1.3529  0.043
H 0.7375 -4.1250 -1.6623  0.095
H -0.8173 -4.4098 -2.4642  0.098
H -0.0032 -3.9844 -5.0250  0.093
H -0.1899 -2.2321 -5.1957  0.093
H -1.4461 -3.1716 -4.4024  0.079
H -1.3335 -5.0540 1.9800  0.093
H -1.7673 -3.8334 0.7680  0.075
H -3.0309 -4.7869 1.5684  0.097
H -2.4619 -2.9383 4.7745  0.094
H -1.8034 -4.5195 4.3537  0.098
H -3.5235 -4.1851 4.0967  0.094
S -2.2178 1.1289 -4.3308  1.144
C -3.0764 -0.3232 -3.9576  -0.459
C -4.1462 -0.8953 -4.6409  -0.075
C -4.6537 -2.0905 -4.1732  -0.073
C -4.0973 -2.7061 -3.0469  -0.073
C -3.0329 -2.1384 -2.3798  -0.061
C -2.5101 -0.9259 -2.8292  -0.305
N -1.4171 -0.2517 -2.2936  0.077
C -1.1634 0.8301 -2.9749  -0.528
C -0.0729 1.7590 -2.6597  -0.294
C 0.3230 2.7045 -3.6119  -0.072
C 1.4480 3.4773 -3.3899  -0.064
C 2.1785 3.2967 -2.2203  -0.051
C 1.7480 2.3877 -1.2617  -0.163
C 0.5978 1.6036 -1.4348  -0.195
H -4.5643 -0.4171 -5.5148  0.113
H -5.4852 -2.5549 -4.6836  0.109
H -4.5050 -3.6455 -2.6985  0.110
H -2.5987 -2.6282 -1.5225  0.085
H -0.2165 2.8071 -4.5467  0.086
H 1.7645 4.2000 -4.1296  0.109
H 3.0708 3.8805 -2.0344  0.117
H 2.3281 2.3237 -0.3398  0.030
Cl 3.0135 3.3136 2.0214  -0.211
S -4.0394 2.7178 -0.6558  1.127
C -2.4869 2.0830 -0.3014  -0.464
N -2.4222 0.8332 0.0369  0.008
C -3.6977 0.2692 0.0297  -0.303
C -4.0174 -1.0604 0.2946  -0.061
C -5.3327 -1.4595 0.2219  -0.074
C -6.3466 -0.5538 -0.1129  -0.061
C -6.0503 0.7632 -0.3898  -0.067
C -4.7171 1.1619 -0.3182  -0.447
H -1.6120 2.7065 -0.3794  0.055
H -3.2305 -1.7623 0.5265  0.091
H -5.5879 -2.4925 0.4132  0.114
H -7.3712 -0.8915 -0.1642  0.112
H -6.8259 1.4633 -0.6622  0.115

As for the highest occupied orbital energy: -9.36 eV. As for the energy relative to the best compared isomer or geometry (same formula, charge and spin): 6.6 kcal/mol. The value obtained for the lowest unoccupied orbital energy is -2.4 eV. The value obtained for the maximum force is 0.0122 Eh/bohr. As for the net charge: +1. For the orbital gap, the calculation gives 6.915 eV. The molar mass comes out at 866.6 g/mol.

=====

# 3
10 unconnected molecules or ions with the total composition C41H62BN9O, computed with ωB97M-V/def2-TZVPD.

Last column: Löwdin charge in e.
CARTESIAN COORDINATES (ANGSTROEM)
C -2.7822 6.3228 53.0502  -0.014
C -3.9950 6.2174 52.1685  -0.397
C -5.1994 5.7884 52.8634  -0.145
C -6.5095 6.0245 52.0981  -0.160
C -6.6424 7.5300 51.7863  -0.053
C -5.4291 8.1373 50.8485  -0.427
N -4.1400 7.5642 51.4336  0.133
O -3.0152 8.2213 51.0879  0.119
C -5.5239 9.5734 50.6662  -0.053
C -5.4423 7.5002 49.3991  0.016
C -3.6514 5.1133 51.0750  -0.001
H -2.4515 5.5609 53.6688  0.074
H -2.7743 6.9657 53.7202  -0.013
H -1.8049 6.5134 52.4358  0.148
H -5.3656 6.3264 53.8450  0.163
H -5.2458 4.7816 53.2083  0.131
H -7.3393 5.7261 52.7724  0.127
H -6.7421 5.3601 51.2525  0.115
H -6.6948 8.1221 52.5163  0.011
H -7.5731 7.5815 51.0348  0.177
H -6.5846 10.0435 50.5567  0.151
H -4.7408 10.0950 50.0702  0.112
H -5.3076 9.9185 51.7522  0.105
H -5.5405 6.5000 49.4726  0.019
H -4.4912 7.5738 48.9258  0.084
H -6.2952 8.0179 48.8194  0.145
H -3.2464 4.0923 51.4249  0.137
H -2.8993 5.3872 50.3029  0.102
H -4.4122 4.7746 50.4605  0.037
B -4.3563 10.1649 54.7526  -0.440
H -4.2249 11.3165 55.2349  -0.018
H -3.8028 10.0365 53.7152  -0.075
H -3.9498 9.2402 55.4531  -0.044
H -5.5715 10.0207 54.5887  -0.044
N -8.2246 7.7331 57.8954  -0.075
C -7.7245 8.4139 56.8366  -0.190
C -8.4387 8.0316 55.5884  -0.098
C -9.5623 7.0673 56.0898  -0.056
C -9.4383 7.0171 57.6891  -0.078
H -7.8332 7.7043 58.9925  0.231
H -6.8313 9.1554 56.8491  0.098
H -8.2622 8.3724 54.4978  0.083
H -10.4118 6.7021 55.5663  0.024
H -10.0060 6.5394 58.4912  0.074
N -9.3892 13.1355 58.3290  -0.013
C -7.9425 13.3822 58.0932  -0.015
C -7.5563 12.4661 56.9042  -0.108
C -8.8119 11.6820 56.5411  -0.073
C -9.9069 12.1075 57.5015  -0.078
H -9.7706 13.5803 59.1254  0.108
H -7.2929 14.0859 58.4483  0.047
H -6.4921 12.2679 56.6095  0.071
H -8.9345 10.8050 55.9379  0.040
H -10.7878 11.6500 57.7653  0.057
N 0.1382 7.1352 58.0795  -0.005
C -0.1262 5.8952 57.3852  -0.096
C -0.8057 6.2467 56.1609  -0.066
C -1.0705 7.8444 56.1739  -0.005
C -0.2678 8.1870 57.4381  -0.142
H 0.6430 7.0963 58.8446  0.079
H 0.1935 4.8920 57.7918  0.108
H -1.0543 5.6860 55.3272  0.012
H -1.5897 8.4889 55.4207  0.048
H -0.0711 9.1520 57.8367  0.097
N -6.1750 13.2295 53.9552  -0.107
C -5.0921 13.7322 53.2596  -0.122
C -5.5521 15.1878 52.9760  -0.088
C -6.9914 15.2509 53.4229  -0.107
C -7.1757 13.9981 54.2164  -0.198
H -6.2353 12.1059 54.2698  0.183
H -4.1109 13.4046 53.1256  0.065
H -5.0192 15.7919 52.0640  0.115
H -7.8472 16.0719 53.3919  0.108
H -7.9170 13.4244 54.7559  0.076
N -4.8434 9.2487 58.0418  -0.069
C -5.5960 10.0313 58.9270  -0.108
C -4.9868 9.5986 60.2373  -0.121
C -3.9427 8.5419 60.0555  -0.104
C -3.9431 8.3232 58.6477  -0.111
H -4.7077 9.1890 57.0274  0.045
H -6.2939 10.6772 58.4859  0.052
H -5.5073 10.1252 61.3045  0.146
H -3.5336 7.9094 60.7918  0.056
H -3.2844 7.6799 57.9674  0.113
N -3.7505 14.8484 57.3751  -0.037
C -3.6087 16.1021 58.0212  -0.146
C -4.5434 16.9914 57.3957  -0.137
C -5.2977 16.2797 56.3347  -0.058
C -4.6157 14.8938 56.3275  -0.125
H -3.1546 13.9031 57.6031  0.139
H -3.1747 16.2207 59.0735  0.110
H -4.6979 17.9707 57.6098  0.028
H -6.2098 16.5658 55.6672  0.086
H -4.9352 14.0466 55.6592  0.072
N -2.8431 11.8233 57.7864  -0.018
C -2.5264 12.1210 59.1594  -0.082
C -1.2998 12.8638 58.9959  -0.148
C -0.8714 12.9160 57.5805  -0.070
C -1.9889 12.1563 56.8541  -0.144
H -3.6222 11.2455 57.6407  0.080
H -3.0604 11.8416 60.0535  0.085
H -0.5116 13.3500 59.9235  0.159
H -0.0044 13.2075 56.8984  0.086
H -2.0651 11.7988 55.9828  -0.007
N -1.2029 10.8999 53.3868  -0.007
C -0.3017 11.9321 53.7719  -0.032
C 0.9061 11.8472 52.7641  -0.046
C 0.5916 10.6723 52.0113  -0.173
C -0.6038 10.0155 52.3857  -0.103
H -1.9380 10.5166 53.8863  0.011
H -0.4691 12.7324 54.6539  0.124
H 1.4514 12.6147 52.7400  -0.015
H 1.4176 10.3280 51.1925  0.131
H -1.3158 9.0548 52.2591  0.112

As for the highest occupied orbital energy: -6.37 eV. As for the energy relative to the best compared isomer or geometry (same formula, charge and spin): 54.8 kcal/mol. The value obtained for the lowest unoccupied orbital energy is -4.4 eV. The value obtained for the maximum force is 0.2550 Eh/bohr. For the orbital gap, the calculation gives 2.010 eV. The molar mass comes out at 707.8 g/mol.